No. 1
{
  "formula": "C68H136O17",
  "method": "ωB97M-V with the def2-TZVPD basis set",
  "symbols": ["C", "C", "C", "O", "C", "H", "H", "H", "H", "H", "H", "H", "H", "C", "C", "C", "O", "C", "H", "H", "H", "H", "H", "H", "H", "H", "C", "C", "C", "O", "C", "H", "H", "H", "H", "H", "H", "H", "H", "C", "C", "C", "O", "C", "H", "H", "H", "H", "H", "H", "H", "H", "C", "C", "C", "O", "C", "H", "H", "H", "H", "H", "H", "H", "H", "C", "C", "C", "O", "C", "H", "H", "H", "H", "H", "H", "H", "H", "C", "C", "C", "O", "C", "H", "H", "H", "H", "H", "H", "H", "H", "C", "C", "C", "O", "C", "H", "H", "H", "H", "H", "H", "H", "H", "C", "C", "C", "O", "C", "H", "H", "H", "H", "H", "H", "H", "H", "C", "C", "C", "O", "C", "H", "H", "H", "H", "H", "H", "H", "H", "C", "C", "C", "O", "C", "H", "H", "H", "H", "H", "H", "H", "H", "C", "C", "C", "O", "C", "H", "H", "H", "H", "H", "H", "H", "H", "C", "C", "C", "O", "C", "H", "H", "H", "H", "H", "H", "H", "H", "C", "C", "C", "O", "C", "H", "H", "H", "H", "H", "H", "H", "H", "C", "C", "C", "O", "C", "H", "H", "H", "H", "H", "H", "H", "H", "C", "C", "C", "O", "C", "H", "H", "H", "H", "H", "H", "H", "H", "C", "C", "C", "O", "C", "H", "H", "H", "H", "H", "H", "H", "H"],
  "coordinates": [[-13.48, 21.41, 4.84], [-13.00, 21.20, 3.45], [-14.22, 21.02, 2.65], [-15.30, 21.27, 3.57], [-14.80, 22.03, 4.73], [-12.79, 22.01, 5.43], [-13.53, 20.48, 5.41], [-12.25, 20.42, 3.27], [-12.59, 22.14, 3.09], [-14.35, 19.98, 2.36], [-14.31, 21.61, 1.73], [-15.41, 21.98, 5.64], [-14.81, 23.08, 4.44], [-9.78, 22.62, 6.44], [-9.53, 21.32, 7.15], [-10.90, 20.87, 7.61], [-11.42, 22.13, 8.04], [-10.88, 23.21, 7.27], [-10.08, 22.57, 5.40], [-8.86, 23.20, 6.39], [-8.95, 21.49, 8.06], [-9.04, 20.58, 6.51], [-10.91, 20.12, 8.40], [-11.62, 20.49, 6.88], [-10.62, 23.99, 7.98], [-11.67, 23.63, 6.64], [-16.52, 19.96, 10.01], [-15.08, 20.06, 10.39], [-14.39, 20.24, 9.07], [-15.31, 20.92, 8.30], [-16.62, 20.62, 8.58], [-17.15, 20.48, 10.73], [-16.78, 18.90, 10.02], [-14.71, 19.20, 10.94], [-14.87, 20.99, 10.91], [-14.24, 19.27, 8.60], [-13.45, 20.78, 9.21], [-17.03, 19.94, 7.83], [-17.20, 21.54, 8.66], [-18.19, 25.60, 6.67], [-18.73, 24.37, 6.04], [-18.41, 24.59, 4.57], [-17.15, 25.28, 4.67], [-16.79, 25.51, 6.00], [-18.16, 25.63, 7.76], [-18.66, 26.53, 6.34], [-19.80, 24.28, 6.22], [-18.22, 23.53, 6.53], [-19.25, 25.09, 4.08], [-18.36, 23.57, 4.18], [-16.21, 26.42, 6.17], [-16.19, 24.66, 6.32], [-21.22, 18.06, 5.42], [-21.59, 18.19, 6.92], [-21.09, 19.59, 7.35], [-21.02, 20.41, 6.12], [-21.14, 19.57, 4.92], [-22.00, 17.48, 4.92], [-20.25, 17.60, 5.26], [-21.18, 17.42, 7.56], [-22.68, 18.18, 7.01], [-20.12, 19.46, 7.83], [-21.85, 20.01, 8.02], [-20.27, 19.64, 4.27], [-22.09, 19.71, 4.40], [-15.58, 12.09, 4.45], [-14.31, 12.83, 4.15], [-13.35, 11.73, 3.73], [-13.76, 10.61, 4.44], [-15.21, 10.64, 4.48], [-16.39, 12.23, 3.73], [-16.00, 12.36, 5.42], [-13.97, 13.35, 5.05], [-14.50, 13.55, 3.35], [-12.30, 11.97, 3.89], [-13.40, 11.45, 2.68], [-15.56, 10.12, 5.37], [-15.52, 10.03, 3.64], [-19.80, 13.43, 4.63], [-19.54, 13.82, 6.03], [-20.62, 13.18, 6.89], [-21.30, 12.36, 5.93], [-20.46, 12.11, 4.82], [-18.84, 13.30, 4.12], [-20.34, 14.18, 4.05], [-19.56, 14.91, 6.05], [-18.56, 13.58, 6.46], [-21.30, 13.89, 7.36], [-20.26, 12.63, 7.76], [-20.96, 11.83, 3.88], [-19.80, 11.29, 5.08], [-16.73, 14.91, 10.73], [-16.71, 15.45, 9.19], [-17.87, 14.78, 8.66], [-18.80, 14.72, 9.74], [-18.26, 15.19, 10.94], [-16.09, 15.41, 11.45], [-16.54, 13.83, 10.72], [-15.85, 15.21, 8.56], [-16.80, 16.54, 9.18], [-17.71, 13.70, 8.55], [-18.35, 15.28, 7.82], [-18.73, 14.70, 11.79], [-18.49, 16.25, 11.10], [-19.87, 17.33, 2.08], [-21.23, 16.77, 2.21], [-21.12, 15.72, 1.18], [-19.80, 15.20, 1.19], [-19.03, 16.08, 1.83], [-19.54, 17.81, 3.01], [-19.79, 18.05, 1.27], [-22.05, 17.47, 2.00], [-21.46, 16.28, 3.16], [-21.36, 16.06, 0.18], [-21.75, 14.87, 1.43], [-18.09, 16.35, 1.33], [-18.79, 15.63, 2.79], [-16.62, 20.06, -1.99], [-16.88, 18.65, -2.47], [-16.11, 17.78, -1.46], [-15.66, 18.64, -0.45], [-16.43, 19.83, -0.54], [-17.49, 20.65, -2.27], [-15.84, 20.43, -2.66], [-16.56, 18.35, -3.47], [-17.92, 18.35, -2.30], [-15.20, 17.45, -1.95], [-16.66, 16.91, -1.11], [-16.05, 20.67, 0.04], [-17.37, 19.74, 0.00], [-15.41, 25.65, 0.24], [-16.45, 25.18, 1.22], [-16.55, 23.73, 1.03], [-15.57, 23.38, 0.12], [-15.25, 24.45, -0.71], [-14.47, 25.89, 0.75], [-15.68, 26.54, -0.33], [-17.36, 25.75, 1.04], [-16.05, 25.34, 2.22], [-17.53, 23.45, 0.65], [-16.37, 23.21, 1.97], [-15.98, 24.45, -1.53], [-14.26, 24.57, -1.16], [-12.16, 16.07, 6.56], [-13.45, 16.10, 7.39], [-13.10, 15.85, 8.85], [-11.81, 16.37, 8.89], [-11.13, 15.96, 7.72], [-11.98, 16.99, 6.00], [-12.13, 15.25, 5.84], [-14.22, 15.49, 6.91], [-13.83, 17.12, 7.36], [-13.20, 14.82, 9.20], [-13.78, 16.44, 9.47], [-10.79, 14.94, 7.91], [-10.21, 16.52, 7.54], [-21.94, 17.02, 12.33], [-21.28, 17.25, 10.98], [-20.27, 18.41, 11.21], [-20.10, 18.44, 12.61], [-21.31, 18.15, 13.24], [-21.59, 16.08, 12.75], [-23.03, 17.01, 12.33], [-21.98, 17.34, 10.15], [-20.71, 16.35, 10.76], [-20.59, 19.38, 10.83], [-19.31, 18.19, 10.76], [-22.01, 18.97, 13.39], [-21.20, 17.75, 14.24], [-12.67, 16.20, 0.82], [-13.12, 15.69, 2.10], [-12.52, 16.59, 3.16], [-12.42, 17.86, 2.46], [-12.56, 17.73, 1.04], [-13.39, 15.86, 0.07], [-11.75, 15.66, 0.58], [-12.76, 14.69, 2.34], [-14.19, 15.70, 2.33], [-11.52, 16.26, 3.42], [-13.15, 16.65, 4.04], [-11.74, 18.15, 0.46], [-13.54, 18.09, 0.73], [-17.01, 18.62, 4.49], [-16.78, 17.76, 5.78], [-16.50, 16.32, 5.27], [-15.69, 16.64, 4.20], [-15.85, 18.02, 3.70], [-16.90, 19.68, 4.71], [-17.90, 18.46, 3.89], [-17.63, 17.77, 6.47], [-15.94, 18.22, 6.31], [-17.33, 15.82, 4.77], [-15.96, 15.57, 5.85], [-16.02, 18.01, 2.63], [-14.93, 18.60, 3.73], [-12.93, 21.18, -1.06], [-12.49, 20.65, -2.39], [-10.98, 20.85, -2.30], [-10.63, 21.50, -1.07], [-11.65, 21.45, -0.18], [-13.66, 20.57, -0.53], [-13.40, 22.16, -1.14], [-13.02, 21.24, -3.14], [-12.81, 19.63, -2.55], [-10.61, 21.48, -3.12], [-10.45, 19.90, -2.28], [-11.60, 22.19, 0.62], [-11.50, 20.56, 0.43], [-15.23, 11.74, 8.53], [-16.41, 10.74, 8.36], [-16.80, 10.47, 9.82], [-15.71, 10.94, 10.66], [-14.65, 11.25, 9.87], [-15.39, 12.82, 8.49], [-14.61, 11.53, 7.65], [-16.03, 9.83, 7.90], [-17.18, 11.21, 7.75], [-17.16, 9.46, 10.01], [-17.59, 11.17, 10.10], [-13.97, 10.40, 9.79], [-14.11, 12.09, 10.31]],
  "lowdin_charge": [-0.187, -0.168, -0.203, -0.165, -0.148, 0.099, 0.117, 0.116, 0.114, 0.095, 0.104, 0.114, 0.118, -0.178, -0.164, -0.194, -0.164, -0.211, 0.110, 0.113, 0.123, 0.115, 0.119, 0.098, 0.120, 0.104, -0.149, -0.176, -0.223, -0.138, -0.182, 0.110, 0.087, 0.119, 0.120, 0.111, 0.121, 0.098, 0.116, -0.165, -0.209, -0.170, -0.155, -0.211, 0.113, 0.118, 0.117, 0.111, 0.120, 0.114, 0.119, 0.107, -0.154, -0.163, -0.170, -0.152, -0.149, 0.091, 0.084, 0.096, 0.107, 0.100, 0.111, 0.094, 0.110, -0.182, -0.152, -0.227, -0.139, -0.176, 0.112, 0.096, 0.107, 0.097, 0.122, 0.120, 0.106, 0.119, -0.183, -0.200, -0.168, -0.128, -0.199, 0.109, 0.108, 0.096, 0.086, 0.117, 0.113, 0.126, 0.122, -0.060, -0.154, -0.241, -0.151, -0.205, 0.104, 0.096, 0.082, 0.105, 0.114, 0.108, 0.125, 0.088, -0.160, -0.187, -0.218, -0.093, -0.255, 0.070, 0.124, 0.129, 0.099, 0.126, 0.125, 0.122, 0.102, -0.165, -0.160, -0.219, -0.149, -0.215, 0.117, 0.114, 0.113, 0.107, 0.112, 0.113, 0.106, 0.122, -0.157, -0.176, -0.241, -0.148, -0.202, 0.111, 0.109, 0.120, 0.104, 0.123, 0.114, 0.119, 0.117, -0.132, -0.167, -0.214, -0.130, -0.191, 0.099, 0.096, 0.078, 0.096, 0.115, 0.111, 0.115, 0.118, -0.144, -0.153, -0.194, -0.128, -0.209, 0.102, 0.105, 0.101, 0.080, 0.113, 0.093, 0.111, 0.114, -0.164, -0.217, -0.178, -0.153, -0.158, 0.113, 0.115, 0.108, 0.104, 0.117, 0.091, 0.112, 0.095, -0.110, -0.130, -0.204, -0.175, -0.151, 0.104, 0.079, 0.090, 0.104, 0.102, 0.096, 0.113, 0.095, -0.152, -0.160, -0.169, -0.127, -0.225, 0.089, 0.092, 0.108, 0.107, 0.118, 0.117, 0.118, 0.093, -0.145, -0.157, -0.161, -0.131, -0.254, 0.088, 0.099, 0.106, 0.097, 0.116, 0.110, 0.123, 0.114],
  "multiplicity": 1,
  "e_above_lowest_ev": 3.4339
}

=====

No. 2
{
  "formula": "C37H55ClF6N2O20PS4",
  "method": "ωB97M-V with the def2-TZVPD basis set",
  "symbols": ["C", "C", "S", "C", "C", "S", "C", "S", "N", "C", "C", "C", "C", "C", "O", "C", "C", "C", "C", "O", "C", "Cl", "C", "C", "C", "C", "N", "P", "S", "H", "H", "H", "H", "H", "H", "H", "H", "H", "H", "H", "H", "H", "H", "H", "H", "H", "H", "H", "H", "H", "H", "H", "H", "H", "H", "H", "H", "H", "H", "H", "H", "H", "H", "H", "H", "H", "C", "C", "O", "C", "O", "O", "F", "H", "H", "H", "C", "C", "O", "C", "O", "O", "F", "H", "H", "H", "C", "C", "O", "C", "O", "O", "F", "H", "H", "H", "C", "C", "O", "C", "O", "O", "F", "H", "H", "H", "C", "C", "O", "C", "O", "O", "F", "H", "H", "H", "C", "C", "O", "C", "O", "O", "F", "H", "H", "H"],
  "coordinates": [[-0.93, -4.77, -0.03], [-0.92, -3.35, 0.84], [-0.52, -1.87, -0.23], [-1.47, -0.32, 0.36], [-0.30, 0.82, 0.69], [1.19, -0.26, 1.00], [-0.26, 1.82, -0.65], [-0.06, 1.02, -2.32], [0.40, 3.18, -0.37], [1.95, 3.20, -0.28], [2.69, 3.09, -1.74], [3.55, 1.66, -1.80], [4.00, 1.28, -3.34], [3.47, -0.21, -3.84], [4.19, -0.58, -5.07], [3.47, -0.10, -6.27], [-0.28, 4.12, -1.33], [0.57, 5.69, -1.26], [0.09, 6.81, -2.50], [1.52, 6.00, -2.46], [0.08, 3.35, 1.13], [-0.98, 4.77, 1.67], [-0.69, 2.01, 1.79], [0.10, 1.85, 3.23], [-0.35, 0.56, 4.12], [0.67, 0.14, 5.37], [-1.45, -0.24, 3.95], [-2.60, 2.27, 2.06], [-3.00, 2.91, 3.90], [-0.41, -5.66, 0.56], [-2.05, -5.12, -0.24], [-0.36, -4.67, -1.06], [-0.11, -3.49, 1.67], [-1.97, -3.17, 1.34], [-2.19, 0.04, -0.49], [-2.02, -0.65, 1.34], [1.17, -0.86, 2.27], [-1.41, 2.17, -0.68], [0.89, -0.02, -2.30], [2.36, 4.18, 0.23], [2.36, 2.30, 0.37], [1.97, 3.06, -2.67], [3.49, 3.94, -1.83], [2.98, 0.77, -1.27], [4.57, 1.85, -1.20], [5.18, 1.41, -3.47], [3.50, 2.06, -4.05], [2.31, -0.20, -3.95], [3.80, -0.97, -3.01], [2.33, 0.09, -6.11], [3.98, 0.89, -6.67], [3.55, -0.97, -7.08], [-0.12, 3.89, -2.46], [-1.40, 4.35, -1.11], [0.82, 6.16, -0.12], [0.69, 7.80, -2.66], [-0.08, 6.29, -3.56], [1.04, 3.51, 1.82], [1.28, 1.77, 3.11], [-0.09, 2.84, 3.87], [0.44, 0.76, 6.34], [0.47, -1.02, 5.57], [1.80, 0.20, 5.02], [-1.47, -0.97, 4.68], [-3.32, 0.99, 1.97], [-3.20, 3.11, 1.04], [-2.65, -2.86, 7.85], [-2.96, -3.10, 6.41], [-2.91, -4.50, 6.29], [-3.26, -4.98, 7.52], [-3.59, -6.13, 7.73], [-3.20, -4.00, 8.47], [-2.01, -2.57, 5.61], [-1.57, -2.82, 8.04], [-3.11, -1.95, 8.23], [-3.95, -2.74, 6.10], [-6.62, -6.13, 7.01], [-7.17, -5.11, 7.96], [-8.56, -5.21, 7.77], [-8.78, -6.50, 7.40], [-9.88, -7.04, 7.41], [-7.63, -7.12, 7.01], [-6.78, -3.87, 7.61], [-6.50, -5.73, 6.00], [-5.67, -6.54, 7.35], [-6.93, -5.30, 9.01], [5.20, 7.10, -0.37], [5.68, 7.29, 1.03], [4.96, 6.32, 1.76], [4.73, 5.31, 0.87], [4.38, 4.19, 1.20], [4.94, 5.71, -0.42], [5.33, 8.51, 1.49], [4.27, 7.64, -0.58], [5.95, 7.38, -1.11], [6.75, 7.13, 1.16], [4.84, -3.61, -8.22], [3.46, -3.70, -8.77], [3.65, -4.29, -10.04], [4.77, -5.07, -9.90], [5.10, -5.94, -10.68], [5.47, -4.75, -8.77], [2.93, -2.47, -8.96], [5.37, -2.71, -8.54], [4.85, -3.64, -7.12], [2.77, -4.31, -8.18], [-5.71, 6.54, -1.81], [-4.78, 5.70, -1.01], [-4.27, 4.78, -1.95], [-4.30, 5.44, -3.14], [-3.70, 5.08, -4.14], [-5.10, 6.55, -3.08], [-5.45, 5.01, -0.06], [-6.71, 6.10, -1.90], [-5.81, 7.55, -1.41], [-3.95, 6.26, -0.55], [1.92, -7.07, -3.30], [1.92, -7.26, -1.82], [0.57, -7.09, -1.46], [-0.14, -7.48, -2.55], [-1.34, -7.73, -2.54], [0.65, -7.57, -3.67], [2.66, -6.31, -1.22], [1.99, -6.02, -3.59], [2.71, -7.63, -3.80], [2.26, -8.25, -1.50]],
  "lowdin_charge": [-0.168, -0.501, 0.665, -0.455, -0.632, 0.674, -0.520, 0.802, -0.238, -0.124, -0.155, -0.195, -0.163, -0.215, -0.253, -0.102, -0.081, -0.128, 0.020, -0.263, -0.507, 0.633, -0.487, -0.188, -0.332, -0.062, 0.107, 0.387, 0.120, 0.091, 0.099, 0.071, 0.078, 0.088, 0.093, 0.067, -0.061, 0.132, -0.093, 0.126, 0.135, 0.090, 0.123, 0.081, 0.130, 0.136, 0.109, 0.095, 0.137, 0.100, 0.108, 0.091, 0.140, 0.132, 0.156, 0.120, 0.132, 0.139, 0.126, 0.122, 0.094, 0.086, 0.090, 0.017, 0.003, -0.028, -0.070, -0.317, 0.149, -0.489, 0.140, 0.084, 0.049, 0.151, 0.151, 0.183, -0.082, -0.329, 0.142, -0.500, 0.150, 0.082, 0.069, 0.152, 0.117, 0.182, -0.065, -0.324, 0.152, -0.495, 0.124, 0.063, 0.090, 0.150, 0.152, 0.183, -0.087, -0.337, 0.145, -0.499, 0.155, 0.076, 0.068, 0.150, 0.144, 0.177, -0.069, -0.340, 0.115, -0.503, 0.144, 0.085, 0.079, 0.155, 0.151, 0.174, -0.077, -0.328, 0.102, -0.502, 0.152, 0.079, 0.077, 0.147, 0.148, 0.181],
  "multiplicity": 1,
  "charge": 1
}

=====

Respective Kohn-Sham gap values: 9.59, 7.46 eV.
Respective calculated total energy values: -107516.0105, -164625.9177 eV.